Computed, not measured: C27H42N5O6TcTe2 as an isolated structure in a non-equilibrium geometry, with wB97M-V/def2-TZVPD.

Structure (ORCA input):
```
! RIJCOSX wB97M-V def2-TZVPD def2/J DEFGRID3
* xyz 0 3
Tc 0.972 0.229 0.237
N -1.650 2.624 3.143
C -0.863 1.569 2.833
O -1.350 0.465 2.627
C 0.629 1.842 2.828
C 1.505 0.715 2.252
H -2.649 2.500 3.138
H -1.283 3.549 3.272
H 0.895 2.025 3.876
H 0.817 2.775 2.296
H 1.451 -0.140 2.932
H 2.535 1.071 2.278
C 0.152 -4.478 -2.710
O -0.054 -4.188 -1.325
C -0.111 -2.883 -1.021
O -0.070 -1.983 -1.822
N -0.300 -2.752 0.324
N -0.148 -1.515 0.995
H -0.148 -5.513 -2.845
H 1.205 -4.352 -2.958
H -0.448 -3.819 -3.335
H -0.169 -3.581 0.876
H 0.267 -1.720 1.896
H -1.065 -1.123 1.193
N 2.666 1.881 -3.970
C 1.922 1.433 -2.791
C 2.417 2.177 -1.564
O 3.194 3.198 -1.808
O 2.122 1.897 -0.414
H 2.069 1.942 -4.782
H 3.415 1.235 -4.185
H 3.298 3.202 -2.790
H 1.987 0.362 -2.593
H 0.857 1.658 -2.886
C -0.509 3.415 -0.293
C -1.076 2.135 -0.902
O -2.160 2.324 -1.541
N -0.500 0.952 -0.783
Te -2.400 0.162 -2.926
C -3.419 -0.855 -4.568
C -3.436 -0.267 -5.842
C -2.710 1.014 -6.189
C -4.156 -0.875 -6.871
C -4.844 -2.061 -6.682
C -5.621 -2.699 -7.802
C -4.790 -2.655 -5.426
C -4.096 -2.071 -4.375
C -4.092 -2.773 -3.041
C -4.192 0.320 -1.789
C -4.320 -0.336 -0.564
C -3.260 -1.242 0.014
C -5.480 -0.142 0.188
C -6.499 0.689 -0.242
C -7.728 0.921 0.595
C -6.344 1.339 -1.463
C -5.206 1.181 -2.238
C -5.073 1.954 -3.522
H -0.362 4.139 -1.097
H 0.429 3.264 0.224
H -1.256 3.826 0.386
H -2.334 1.523 -5.305
H -3.375 1.696 -6.720
H -1.864 0.799 -6.846
H -4.179 -0.395 -7.845
H -5.672 -2.038 -8.667
H -6.639 -2.930 -7.484
H -5.153 -3.634 -8.115
H -5.303 -3.597 -5.261
H -4.217 -3.849 -3.167
H -4.912 -2.410 -2.416
H -3.158 -2.589 -2.509
H -2.367 -1.231 -0.610
H -3.627 -2.268 0.091
H -2.996 -0.906 1.020
H -5.570 -0.652 1.142
H -7.730 0.281 1.477
H -8.634 0.721 0.021
H -7.770 1.960 0.926
H -7.132 2.000 -1.811
H -5.890 2.666 -3.634
H -5.081 1.282 -4.382
H -4.127 2.503 -3.519
Te 2.905 -1.297 -0.325
*
```

Output
Lowest unoccupied orbital energy (spin up / spin down) ... -1.016 / -1.647 eV
F_max ... 0.0596 hartree/bohr
Orbital gap (spin up / spin down) ... 0.1896 / 0.1661 Ha
ΔE to the lowest compared entry with this formula, charge and spin ... 199.6 kJ/mol